[1]
Density functional theory data (the ωB97M-V functional and the def2-TZVPD basis) for one molecule with the formula C5H13NS in a non-equilibrium geometry.

Values from the calculation:
Molar mass = 119.233 g/mol
SMILES string = CNCCCCS
Orbital gap = 9.55 eV
HOMO level = -8.648 eV
ΔE to the lowest compared entry with this formula, charge and spin = 0.802 eV
Charge = 0
Lowest unoccupied orbital energy = 0.90 eV

Geometry as XYZ:
```
20
Properties=species:S:1:pos:R:3:forces:R:3:mulliken_charge:R:1
C -0.664 -1.977 -1.946 1.17 -0.57 0.37 -0.823
N -0.047 -2.177 -0.619 -0.53 0.66 -0.39 -0.366
C -0.671 -1.375 0.455 -0.03 -1.08 0.37 -0.786
C 0.157 -0.199 0.952 0.96 -0.41 -0.31 -0.533
C -0.119 1.104 0.206 -0.85 -0.11 0.15 -0.639
C 0.358 2.378 0.897 -0.10 -0.85 -0.09 -0.702
S 2.179 2.335 0.980 -0.02 -0.08 -0.09 -0.245
H -1.737 -2.028 -1.853 -0.29 0.14 -0.10 0.332
H -0.313 -1.063 -2.425 -0.40 0.33 -0.12 0.255
H -0.330 -2.803 -2.578 -0.19 0.00 -0.12 0.304
H 0.924 -1.902 -0.688 0.05 -0.16 0.04 0.255
H -1.671 -1.067 0.158 -0.10 0.28 -0.30 0.377
H -0.878 -2.100 1.250 0.24 0.32 0.33 0.262
H 1.197 -0.465 0.774 0.38 -0.13 -0.20 0.283
H 0.197 -0.154 2.043 -0.79 0.53 0.06 0.431
H 0.276 1.084 -0.808 0.40 -0.19 -0.02 0.291
H -1.201 1.128 0.016 0.01 0.42 0.39 0.414
H -0.036 2.426 1.908 -0.11 0.10 0.08 0.360
H -0.007 3.207 0.317 0.15 0.54 -0.08 0.409
H 2.386 3.647 0.963 0.04 0.25 0.05 0.121
```
Forces are in eV/Å.

=====

[2]
Density functional theory data (the ωB97M-V functional and the def2-TZVPD basis) for one molecule with the formula C19H21ClN4O3S2.

Values from the calculation:
Molar mass = 452.989 g/mol
SMILES string = CCCCNS(=O)(=O)c1ccc2nc(SCC(=O)Nc3ccccc3Cl)[nH]c2c1
Orbital gap = 8.96 eV
HOMO level = -8.711 eV
ΔE to the lowest compared entry with this formula, charge and spin = 0.019 eV
Charge = 0
Lowest unoccupied orbital energy = 0.25 eV

Geometry as XYZ:
```
50
Properties=species:S:1:pos:R:3:forces:R:3:mulliken_charge:R:1
C -3.226 -5.108 1.213 0.01 0.22 0.16 -1.303
C -3.428 -3.631 1.526 -0.13 -0.08 -0.27 -0.286
C -3.995 -2.873 0.328 0.13 0.32 0.27 -0.598
C -4.217 -1.398 0.645 0.16 -0.38 0.38 -0.542
N -4.638 -0.671 -0.535 0.02 0.89 -0.14 -0.286
S -4.609 0.994 -0.360 -0.13 -0.43 -0.12 1.455
O -5.282 1.535 -1.503 0.09 -0.11 -0.21 -0.742
O -5.059 1.387 0.948 0.32 -0.05 0.05 -0.691
C -2.853 1.283 -0.476 -0.56 -0.08 0.24 -0.220
C -2.201 0.859 -1.629 0.12 -0.05 -0.27 -0.425
C -0.836 1.009 -1.764 -0.14 0.09 0.15 -0.818
C -0.150 1.598 -0.707 -0.62 0.29 0.57 -0.086
N 1.191 1.843 -0.558 0.27 0.28 0.03 -0.546
C 1.317 2.407 0.615 0.02 -0.05 -0.26 0.283
S 2.821 2.927 1.300 0.31 0.13 0.11 -0.185
C 3.927 2.585 -0.110 -0.11 0.02 0.24 -0.752
C 4.493 1.167 -0.073 -0.22 0.39 -0.06 0.687
O 5.660 0.968 0.175 0.30 0.00 0.08 -0.629
N 3.559 0.222 -0.340 -0.47 -0.18 -0.14 0.069
C 3.736 -1.162 -0.344 0.10 -0.24 0.07 0.145
C 4.994 -1.759 -0.397 0.13 0.04 -0.02 -0.434
C 5.124 -3.135 -0.414 -0.11 -0.03 -0.01 -0.734
C 4.003 -3.947 -0.382 -0.02 -0.04 0.01 -0.482
C 2.745 -3.374 -0.325 0.04 0.03 -0.01 -0.607
C 2.615 -1.998 -0.302 0.09 -0.06 0.04 0.606
Cl 1.017 -1.313 -0.205 0.06 -0.16 0.00 -0.115
N 0.134 2.553 1.276 0.28 0.07 0.14 -0.052
C -0.838 2.035 0.452 -0.20 -0.39 -0.82 0.574
C -2.206 1.877 0.586 -0.01 0.10 0.20 -0.599
H -2.819 -5.630 2.075 0.04 -0.13 0.03 0.380
H -2.536 -5.230 0.380 0.07 -0.07 -0.10 0.312
H -4.171 -5.575 0.944 -0.08 -0.10 -0.04 0.333
H -2.474 -3.185 1.814 0.01 0.06 0.07 0.302
H -4.110 -3.529 2.373 0.03 0.05 0.08 0.314
H -3.307 -2.949 -0.516 -0.01 -0.04 -0.08 0.286
H -4.944 -3.322 0.027 -0.05 -0.07 -0.08 0.340
H -3.276 -0.938 0.961 0.02 -0.15 0.15 0.239
H -4.937 -1.282 1.466 0.14 -0.01 -0.04 0.303
H -5.528 -0.976 -0.901 -0.22 0.16 -0.18 0.307
H -2.797 0.410 -2.405 0.02 -0.10 -0.17 0.438
H -0.310 0.680 -2.645 0.04 -0.05 -0.11 0.469
H 3.349 2.765 -1.015 0.08 0.04 -0.02 0.350
H 4.750 3.294 -0.020 -0.06 -0.11 -0.03 0.422
H 2.607 0.551 -0.523 0.29 0.08 0.00 0.125
H 5.868 -1.129 -0.417 0.00 0.01 -0.01 0.453
H 6.109 -3.572 -0.455 0.10 -0.03 0.00 0.380
H 4.103 -5.021 -0.399 0.00 -0.10 0.00 0.373
H 1.860 -3.990 -0.293 -0.10 -0.02 0.00 0.459
H 0.008 2.961 2.187 0.01 -0.01 -0.04 0.201
H -2.764 2.184 1.456 -0.06 0.04 0.15 0.530
```
Forces are in eV/Å.

=====

[3]
Density functional theory data (the ωB97M-V functional and the def2-TZVPD basis) for C30H31BrFeGeN3O5S2 as an isolated structure in a non-equilibrium geometry.

Values from the calculation:
Molar mass = 786.087 g/mol
Orbital gap (alpha / beta) = 6.27 / 6.46 eV
HOMO level (alpha / beta) = -6.937 / -7.106 eV
ΔE to the lowest compared entry with this formula, charge and spin = 1.408 eV
Multiplicity = 2
Charge = 0
Lowest unoccupied orbital energy (alpha / beta) = -0.67 / -0.65 eV

Geometry as XYZ:
```
74
Properties=species:S:1:pos:R:3:forces:R:3:mulliken_charge:R:1
Fe 1.600 0.945 -1.002 0.66 -0.52 -0.46 0.926
Br 4.077 3.389 0.128 -0.04 -0.03 -0.03 -0.056
C 2.368 3.909 -0.480 0.19 0.06 0.18 -0.078
C 2.116 5.274 -0.479 -0.10 -0.02 -0.04 -0.619
C 0.857 5.718 -0.836 0.05 0.01 0.02 -0.437
C -0.109 4.783 -1.160 -0.01 -0.13 0.03 -0.607
C 0.237 3.446 -1.153 -0.12 0.05 -0.06 0.362
N 1.465 2.999 -0.833 -0.05 0.18 -0.16 0.601
C -0.789 2.380 -1.513 -0.01 0.50 0.10 0.465
O -1.963 2.708 -1.582 0.29 0.04 0.01 -0.688
O -0.278 1.227 -1.703 0.56 -0.50 0.03 -0.784
H 2.901 5.956 -0.193 0.01 0.00 0.00 0.443
H 0.635 6.777 -0.846 0.00 0.00 0.00 0.438
H -1.125 5.042 -1.418 -0.01 -0.01 -0.01 0.531
C 5.548 -0.627 -2.810 -0.03 0.02 -0.16 -1.540
C 4.196 -0.434 -2.179 -0.45 -2.10 0.62 0.763
S 3.459 1.071 -2.321 -1.41 0.76 0.86 -0.457
C 3.529 -1.490 -1.551 1.57 1.18 -1.10 0.471
C 4.125 -2.866 -1.474 -0.19 -0.12 -0.03 -1.508
S 1.978 -1.261 -0.940 -0.65 0.81 0.36 -0.357
H 5.966 0.331 -3.110 0.05 0.01 -0.03 0.419
H 5.480 -1.264 -3.695 0.04 0.01 -0.02 0.312
H 6.244 -1.104 -2.119 0.02 0.05 0.03 0.349
H 5.212 -2.845 -1.489 0.03 0.02 0.04 0.375
H 3.795 -3.467 -2.326 0.03 -0.05 -0.01 0.290
H 3.797 -3.376 -0.570 0.01 -0.03 0.03 0.378
C -0.956 2.537 3.045 -0.06 0.04 -0.02 -1.033
C 0.409 2.166 3.607 0.09 -0.01 0.05 -1.297
C 0.904 0.738 3.255 -0.04 -0.03 -0.05 2.578
C 2.239 0.460 3.961 0.00 0.01 0.03 -1.315
C 2.860 -0.872 3.564 0.00 -0.05 -0.01 -1.222
C -0.138 -0.244 3.747 0.03 -0.03 0.07 -0.369
O -0.329 -0.493 4.912 -0.01 0.04 -0.05 -0.627
N -0.908 -0.843 2.766 0.06 0.03 -0.06 0.079
C -0.754 -0.632 1.417 -0.36 -0.14 0.03 0.347
O -1.621 -1.266 0.717 0.04 -0.04 0.14 -0.680
N 0.173 0.128 0.909 0.23 0.19 0.19 0.253
C 1.083 0.696 1.750 0.03 0.10 -0.03 -0.363
O 2.053 1.258 1.247 -0.24 -0.09 -0.25 -0.620
H -1.188 3.575 3.280 0.00 0.01 0.02 0.485
H -1.751 1.924 3.473 0.00 -0.02 0.00 0.290
H -1.000 2.436 1.958 0.02 0.00 -0.02 0.096
H 0.404 2.233 4.696 -0.02 0.01 -0.01 0.438
H 1.172 2.854 3.235 0.00 0.00 0.01 0.410
H 2.043 0.479 5.034 0.00 0.03 -0.01 0.513
H 2.913 1.283 3.725 0.01 -0.02 -0.02 0.426
H 2.188 -1.704 3.786 -0.01 -0.01 0.01 0.291
H 3.783 -1.047 4.116 0.01 0.02 0.00 0.504
H 3.099 -0.900 2.500 0.00 0.00 -0.02 0.217
H -1.628 -1.484 3.065 -0.02 -0.01 -0.02 0.300
Ge -1.828 -1.472 -1.141 -0.07 -0.08 -0.17 0.847
C -2.222 -3.371 -1.152 0.04 -0.02 0.11 0.129
C -1.646 -4.166 -2.140 0.05 0.01 -0.06 -0.333
C -1.885 -5.533 -2.184 0.00 0.01 0.00 -0.660
C -2.697 -6.122 -1.229 -0.02 -0.05 -0.01 -0.396
C -3.272 -5.344 -0.233 -0.01 0.00 0.01 -0.684
C -3.036 -3.979 -0.197 -0.06 0.05 0.00 -0.042
C -3.327 -0.331 -1.509 -0.04 0.04 0.02 0.159
C -3.318 0.509 -2.615 -0.03 -0.10 -0.09 -0.193
C -4.409 1.322 -2.889 -0.08 -0.09 0.00 -0.485
C -5.509 1.308 -2.048 0.02 0.05 -0.07 -0.488
C -5.526 0.480 -0.933 0.00 -0.02 0.05 -0.658
C -4.440 -0.338 -0.667 -0.02 -0.05 -0.01 -0.242
H -0.528 -1.213 -1.867 -0.02 0.02 -0.03 -0.254
H -0.991 -3.721 -2.882 0.01 0.01 0.01 0.363
H -1.429 -6.137 -2.957 0.01 0.00 -0.01 0.392
H -2.882 -7.188 -1.257 0.00 0.00 0.00 0.373
H -3.903 -5.804 0.516 -0.01 0.00 0.00 0.394
H -3.493 -3.386 0.586 0.01 0.01 0.01 0.240
H -2.443 0.560 -3.251 -0.01 -0.01 0.02 0.411
H -4.385 1.984 -3.744 0.00 0.02 -0.01 0.396
H -6.353 1.953 -2.252 -0.02 0.00 -0.01 0.371
H -6.383 0.472 -0.274 -0.01 0.00 0.01 0.401
H -4.464 -0.982 0.205 0.01 0.00 0.01 0.265
```
Forces are in eV/Å.

=====

Energy: -17720.4490, -66341.0648, -228939.5474 (eV)